This record from the OMol25 dataset describes a molecular structure, C7H16Cl2FeN2O3P at a distorted geometry. The level of theory is ωB97M-V with the def2-TZVPD basis set.

Values from the calculation:
charge	+2
F_max	4.3	eV/Å
E_HOMO (alpha / beta)	-16.04 / -16.03	eV
<S²>	8.770
M	333.941	g/mol
LUMO (alpha / beta)	-0.249 / -0.349	hartree
frontier orbital gap (alpha / beta)	0.3400 / 0.2401	hartree
spin multiplicity	6

```
32
Properties=species:S:1:pos:R:3:mulliken_charge:R:1
C 4.29 3.65 -2.08 -1.0592
C 3.50 2.55 -1.52 0.9771
H 5.30 3.36 -2.38 0.3310
H 4.34 4.44 -1.33 0.3633
H 3.75 4.03 -2.95 0.3679
O 3.76 1.41 -1.20 -0.3972
Cl 1.74 3.18 -1.25 -0.1291
Fe 0.76 1.26 -0.77 -0.0243
P -0.69 -0.24 -2.06 1.1187
C -0.68 -1.94 -2.68 -1.1919
C -2.43 0.20 -2.28 -1.1833
H 0.39 1.73 -3.08 0.4551
H -0.32 0.50 -4.21 0.4346
H 1.27 0.19 -3.39 0.4328
C 0.28 0.65 -3.31 -1.3693
H -2.60 1.22 -1.91 0.3930
H -2.66 0.13 -3.36 0.4417
H -1.12 -1.93 -3.70 0.4405
H -1.31 -2.58 -2.03 0.4070
H -3.05 -0.49 -1.70 0.3910
H 0.33 -2.36 -2.71 0.3944
C 0.79 -0.78 0.08 0.7459
O 1.04 -1.92 0.08 -0.2711
Cl -1.13 1.97 0.10 -0.2404
N -2.00 -0.61 3.33 -0.3991
C -0.86 -1.04 2.75 0.6082
N -0.15 -1.93 3.48 -0.3752
O -0.51 -0.56 1.64 -0.4828
H -2.32 -0.99 4.21 0.1812
H -2.59 0.05 2.83 0.2121
H 0.76 -2.22 3.16 0.2252
H -0.43 -2.09 4.44 0.2022
```

=====

This record from the OMol25 dataset describes 2 unconnected molecules or ions with the total composition C3H7NO at a distorted geometry. The level of theory is ωB97M-V with the def2-TZVPD basis set.

Values from the calculation:
charge	0
F_max	2.1	eV/Å
E_HOMO	-10.22	eV
M	73.095	g/mol
relative energy (zero: lowest compared OMol25 entry of this formula, charge and spin)	2.1152	eV
LUMO	0.033	hartree
frontier orbital gap	0.4087	hartree
SMILES string	NC=O.C=C

```
12
Properties=species:S:1:pos:R:3:mulliken_charge:R:1
N -0.30 -1.60 -0.22 -0.2936
C -1.14 -2.66 0.01 0.0472
O -0.98 -3.61 0.73 -0.4858
H 0.68 -1.84 -0.13 0.2332
H -0.62 -0.67 -0.07 0.1819
H -2.12 -2.56 -0.51 0.2928
C 1.26 2.44 -0.27 -0.4961
C 0.15 1.89 0.19 0.0145
H 1.53 3.43 0.10 0.2190
H 2.03 2.02 -0.92 0.2499
H -0.49 2.36 0.94 0.2564
H 0.00 0.81 0.14 -0.2193
```

=====

This record from the OMol25 dataset describes a gas-phase ion, C3H6NS (charge +1) at a distorted geometry. The level of theory is ωB97M-V with the def2-TZVPD basis set.

Values from the calculation:
charge	+1
F_max	4.8	eV/Å
E_HOMO	-14.66	eV
M	88.155	g/mol
relative energy (zero: lowest compared OMol25 entry of this formula, charge and spin)	1.6979	eV
LUMO	-0.256	hartree
frontier orbital gap	0.2825	hartree

```
11
Properties=species:S:1:pos:R:3:mulliken_charge:R:1
C -1.09 0.03 -0.38 -0.3428
C 2.07 0.80 0.23 -0.2473
C -0.04 -0.99 -0.17 0.1801
N -1.02 -0.70 0.87 -0.4026
S 1.69 -0.81 0.15 0.2180
H -0.87 1.11 -0.10 0.1649
H -1.81 0.00 -1.10 0.2909
H 1.28 1.56 0.55 0.2434
H 3.00 1.14 0.49 0.3623
H -0.03 -2.04 -0.63 0.2956
H -1.69 -1.40 1.18 0.2377
```

=====

This record from the OMol25 dataset describes a single C19H11Cl3N6O molecule at a distorted geometry. The level of theory is ωB97M-V with the def2-TZVPD basis set.

Values from the calculation:
charge	0
F_max	2.9	eV/Å
E_HOMO	-8.19	eV
M	445.697	g/mol
relative energy (zero: lowest compared OMol25 entry of this formula, charge and spin)	0.0000	eV
LUMO	-0.019	hartree
frontier orbital gap	0.2822	hartree
SMILES string	Clc1ccc(-c2cn3cccc(COc4nnc5ccc(Cl)nn45)c3n2)c(Cl)c1

```
40
Properties=species:S:1:pos:R:3:mulliken_charge:R:1
Cl 1.02 8.65 -0.50 -0.2061
C 1.09 6.95 -0.11 0.2767
C 2.31 6.36 0.28 -0.7544
C 2.35 5.00 0.60 -0.5803
C 1.26 4.15 0.37 0.1650
C 1.38 2.69 0.60 0.6970
C 2.46 2.01 1.03 -0.4635
N 2.12 0.68 1.12 0.1049
C 2.92 -0.42 1.50 -0.2542
C 2.27 -1.62 1.68 -0.7373
C 0.86 -1.75 1.36 -0.2584
C 0.09 -0.66 0.97 0.2759
C -1.42 -0.76 0.66 -0.6607
O -1.85 -2.14 0.59 -0.4492
C -1.72 -2.81 -0.64 0.5910
N -1.27 -2.33 -1.78 -0.2231
N -1.43 -3.31 -2.76 -0.8820
C -1.96 -4.38 -2.22 0.8768
C -2.34 -5.67 -2.80 -0.5696
C -2.96 -6.54 -1.91 -0.3688
C -3.10 -6.15 -0.46 0.3677
Cl -3.93 -7.24 0.61 -0.1384
N -2.73 -4.97 -0.01 -1.2334
N -2.17 -4.11 -0.89 0.9082
C 0.75 0.61 0.86 0.0576
N 0.31 1.81 0.49 -0.5125
C 0.04 4.74 -0.09 0.3211
Cl -1.41 3.86 -0.49 -0.1793
C -0.03 6.12 -0.30 -0.5465
H 3.18 6.95 0.45 0.4264
H 3.31 4.59 0.87 0.2577
H 3.42 2.43 1.28 0.3860
H 3.98 -0.28 1.68 0.3614
H 2.87 -2.46 2.03 0.3776
H 0.41 -2.74 1.45 0.4502
H -2.01 -0.18 1.36 0.4802
H -1.56 -0.26 -0.31 0.4145
H -2.20 -5.88 -3.85 0.4506
H -3.32 -7.52 -2.17 0.3761
H -0.99 6.56 -0.54 0.3951
```

=====

This record from the OMol25 dataset describes 6 unconnected molecules or ions with the total composition C10H30BrO5. The level of theory is ωB97M-V with the def2-TZVPD basis set.

Values from the calculation:
charge	-1
F_max	0.6	eV/Å
E_HOMO	-6.10	eV
M	310.249	g/mol
relative energy (zero: lowest compared OMol25 entry of this formula, charge and spin)	0.0000	eV
LUMO	0.115	hartree
frontier orbital gap	0.3391	hartree

```
46
Properties=species:S:1:pos:R:3:mulliken_charge:R:1
Br 18.38 11.40 41.51 -0.8321
C 14.13 11.39 42.00 -0.8911
C 14.85 12.72 42.19 0.1394
O 15.76 12.69 43.27 -0.5417
H 13.60 11.10 42.91 0.2929
H 14.86 10.60 41.78 0.1845
H 13.43 11.43 41.16 0.3155
H 14.12 13.51 42.38 0.2820
H 15.36 12.98 41.25 -0.0517
H 16.56 12.25 42.94 0.2489
C 22.14 13.16 45.20 -1.3257
C 21.44 12.45 44.05 0.3338
O 20.10 12.90 44.01 -0.4780
H 21.60 12.95 46.13 0.3058
H 22.10 14.24 45.06 0.3162
H 23.17 12.82 45.31 0.3725
H 21.46 11.37 44.22 0.2242
H 21.94 12.67 43.10 0.0106
H 19.67 12.48 43.25 0.2453
C 23.40 10.61 39.77 -1.3533
C 22.15 11.05 40.50 0.2239
O 21.08 10.97 39.59 -0.4568
H 24.30 10.76 40.36 0.3798
H 23.47 11.15 38.82 0.2934
H 23.33 9.55 39.50 0.2750
H 22.28 12.07 40.89 0.2197
H 21.99 10.40 41.38 0.2242
H 20.27 11.23 40.07 0.0117
C 18.69 13.01 37.61 -0.4140
C 17.88 14.09 38.32 -0.3139
O 16.94 13.55 39.24 -0.4173
H 19.20 12.39 38.35 -0.1498
H 19.43 13.45 36.94 0.3437
H 18.03 12.36 37.03 0.2380
H 17.30 14.69 37.62 0.2741
H 18.56 14.78 38.84 0.2445
H 17.42 12.96 39.84 0.1875
C 19.68 7.14 39.41 -1.1482
C 19.87 7.78 40.77 0.7046
O 18.62 8.02 41.38 -0.5117
H 20.62 7.11 38.85 0.3095
H 18.97 7.72 38.83 0.2717
H 19.31 6.12 39.50 0.3192
H 20.43 8.72 40.66 -0.3903
H 20.48 7.12 41.41 0.2224
H 18.59 8.95 41.65 0.2609
```